C24H27BrN2O2S in the gas phase at a distorted geometry. Source: the OMol25 dataset; level of theory: wB97M-V/def2-TZVPD.

The geometry in XYZ format:
```
57
Properties=species:S:1:pos:R:3:lowdin_charge:R:1
C -0.934 -4.184 5.032 -0.056
N -2.143 -4.275 4.229 -0.221
C -3.382 -4.496 4.942 -0.081
C -2.113 -3.930 2.910 -0.243
C -0.918 -4.284 2.205 -0.016
C -0.846 -3.966 0.849 -0.113
C -1.701 -2.996 0.305 -0.183
C -1.103 -2.431 -1.011 -0.221
C -2.021 -1.380 -1.699 -0.217
C -2.566 -1.586 -2.974 -0.063
C -3.268 -0.604 -3.625 -0.019
C -3.343 0.683 -3.023 -0.240
N -3.988 1.672 -3.745 -0.235
C -5.361 1.509 -4.225 -0.069
C -3.520 3.044 -3.723 -0.077
C -2.831 0.936 -1.707 0.013
C -2.292 -0.169 -1.040 -0.057
C -2.907 -2.703 1.003 -0.037
C -3.169 -3.213 2.271 -0.017
H -0.048 -4.254 4.398 0.066
H -0.894 -3.236 5.596 0.095
H -0.945 -5.027 5.719 0.083
H -4.096 -5.099 4.365 0.093
H -3.159 -5.068 5.846 0.078
H -3.894 -3.584 5.292 0.085
H -0.084 -4.869 2.627 0.111
H -0.055 -4.382 0.236 0.073
H -0.947 -3.307 -1.694 0.142
H -2.433 -2.561 -3.466 0.120
H -3.748 -0.817 -4.620 0.129
H -5.581 0.473 -4.497 0.075
H -6.142 1.893 -3.541 0.088
H -5.461 2.108 -5.129 0.073
H -2.430 3.025 -3.814 0.096
H -3.968 3.502 -4.609 0.079
H -3.830 3.586 -2.814 0.081
H -3.038 1.947 -1.241 0.127
H -2.054 -0.015 -0.005 0.111
H -3.663 -2.048 0.563 0.110
H -4.115 -3.035 2.849 0.116
Br 2.050 -2.650 0.288 0.627
C 0.410 -1.933 -0.833 -0.496
S 1.280 -1.291 -2.413 0.658
C 1.303 -2.622 -3.618 -0.287
C 2.334 -3.549 -3.560 -0.058
C 2.279 -4.617 -4.461 -0.071
C 1.235 -4.721 -5.386 -0.075
C 0.338 -3.661 -5.521 -0.074
C 0.400 -2.560 -4.671 -0.062
O 0.266 -0.392 -2.918 -0.322
O 2.673 -0.934 -2.286 -0.337
H 0.294 -0.929 -0.349 0.073
H 3.128 -3.426 -2.812 0.112
H 3.064 -5.357 -4.394 0.103
H 1.153 -5.597 -6.041 0.109
H -0.442 -3.672 -6.282 0.108
H -0.235 -1.682 -4.791 0.111
```

Calculated values
* total energy: -4162.797522 Eh
* Kohn-Sham gap: 7.46 eV
* SMILES: CN(C)c1ccc(C(c2ccc(N(C)C)cc2)[C@@H](Br)S(=O)(=O)c2ccccc2)cc1
* highest occupied orbital energy: -7.34 eV
* E_LUMO: 0.1194 eV